# C15H18ClN5O7P2Pd

C15H18ClN5O7P2Pd as an isolated structure in a non-equilibrium geometry (ωB97M-V/def2-TZVPD, the Open Molecules 2025 dataset).

The value obtained for the total energy is -2653.8784 Eh. The value obtained for the HOMO energy (alpha / beta) is -7.99 / -7.99 eV. The calculation puts the LUMO energy (alpha / beta) at -0.0208 / -0.0208 hartree. The maximum force comes out at 0.0244 hartree/bohr. The calculation puts the HOMO-LUMO gap (alpha / beta) at 7.4 / 7.4 eV.

Each line ends with the Mulliken charge.
Atoms and positions in Å:
Pd -0.28015 -0.14426 -0.16101  1.103
C -1.66478 -1.56592 3.99307  -1.950
C -2.28279 -1.52594 2.60334  0.939
O -3.60670 -2.05575 2.65926  -0.572
P -1.33147 -2.56163 1.42487  0.894
O -1.45557 -4.06454 1.94132  -0.499
O -2.23674 -2.57257 0.12810  -0.613
O 0.07739 -2.11488 1.21860  -0.652
P -2.26768 0.15906 1.86425  0.647
O -3.28165 0.97145 2.81305  -0.565
O -2.91477 -0.04156 0.51226  -0.765
O -0.87365 0.72059 1.93110  -0.713
H -1.72904 -2.57632 4.39857  0.437
H -2.21103 -0.89095 4.65126  0.385
H -0.62125 -1.25415 3.95265  0.381
H -4.15669 -1.57722 2.02562  0.449
H -0.58609 -4.46965 2.04427  0.356
H -2.62652 -1.65839 0.03578  0.544
H -2.93860 1.85126 3.01270  0.363
N 4.30131 -1.18651 -0.23692  0.111
C 3.44573 -0.36472 0.39095  -0.267
N 2.29984 -0.35755 -0.24866  -0.018
C 2.51585 -1.20969 -1.27408  0.152
N 3.71844 -1.74069 -1.31818  -0.744
C 1.47455 -1.51421 -2.28818  0.279
C 1.81888 -2.08554 -3.50730  -0.324
N 0.90865 -2.36027 -4.43459  -0.589
C -0.35059 -2.06770 -4.14138  -0.352
C -0.71151 -1.49664 -2.92821  -0.536
N 0.20477 -1.22115 -2.00624  0.398
H 5.24384 -1.43515 0.01034  0.185
H 3.68752 0.17697 1.29070  0.521
H 2.85449 -2.31442 -3.72158  0.479
H -1.10851 -2.28532 -4.88347  0.373
H -1.74043 -1.26977 -2.68524  0.437
Cl -0.64583 6.12143 2.59785  -0.235
C -0.61008 4.79070 1.47147  0.482
C 0.60820 4.27227 1.07001  -0.852
C 0.62824 3.21071 0.17831  -0.117
C -0.55261 2.66220 -0.30816  0.668
C -0.54195 1.48203 -1.20772  -1.713
C -1.76545 3.21059 0.10566  -0.230
C -1.80376 4.27506 0.99125  -0.864
H 1.52578 4.69580 1.45460  0.412
H 1.57682 2.78938 -0.13405  0.340
H 0.29033 1.50148 -1.91480  0.563
H -1.50041 1.34842 -1.71220  0.485
H -2.69128 2.78087 -0.25924  0.322
H -2.74500 4.70600 1.30595  0.462


# C2H9Ag2F2O5

C2H9Ag2F2O5 as an isolated structure in a non-equilibrium geometry (ωB97M-V/def2-TZVPD, the Open Molecules 2025 dataset).

The value obtained for the total energy is -951.0560 Eh. The expectation value of S² is 2.018. The value obtained for the HOMO energy (alpha / beta) is -13.76 / -13.75 eV. The calculation puts the LUMO energy (alpha / beta) at -0.1691 / -0.3200 hartree. The maximum force comes out at 0.0521 hartree/bohr. The calculation puts the HOMO-LUMO gap (alpha / beta) at 9.2 / 5.0 eV. Its net charge is +1. The multiplicity is 3.

Each line ends with the Mulliken charge.
Atoms and positions in Å:
Ag 1.14401 1.16537 0.50468  0.837
Ag -1.59900 2.52937 2.35121  0.739
F -1.14572 1.00767 0.81537  -0.414
F 0.63797 2.97677 1.75895  -0.491
C 1.49115 -1.77867 -2.60797  -0.979
C 1.36979 -0.78376 -1.48855  1.104
O 0.51415 0.15324 -1.48199  -0.428
O 2.17234 -0.79313 -0.53123  -0.413
H 2.45355 -2.28334 -2.55796  0.333
H 1.57781 -1.21278 -3.54332  0.353
H 0.56348 -2.33980 -2.69349  0.324
O -2.55320 2.15253 -1.23891  -0.643
H -1.93237 1.66545 -0.67631  0.326
H -2.84842 2.89070 -0.69737  0.278
O 1.12259 -0.23248 2.21742  -0.451
H 0.40040 -0.64896 2.71763  0.317
H 1.93751 -0.50861 2.65991  0.273
O -1.94439 -1.34572 1.84839  -0.655
H -1.92163 -0.58129 1.24353  0.286
H -1.44002 -2.03259 1.40002  0.303


# C22H38AsGeN5PS4Ti

C22H38AsGeN5PS4Ti as an isolated structure (ωB97M-V/def2-TZVPD, the Open Molecules 2025 dataset).

The value obtained for the total energy is -8231.2077 Eh. The expectation value of S² is 0.758. The value obtained for the HOMO energy (alpha / beta) is -0.71 / -0.69 eV. The calculation puts the LUMO energy (alpha / beta) at 0.1586 / 0.1586 hartree. The maximum force comes out at 0.0040 hartree/bohr. The calculation puts the HOMO-LUMO gap (alpha / beta) at 5.0 / 5.0 eV. Its net charge is -2. The multiplicity is 2.

Each line ends with the Mulliken charge.
Atoms and positions in Å:
Ti -0.68047 -1.25406 0.58437  -0.813
C -1.27517 0.84827 3.89554  -0.583
C -0.81957 1.65988 2.79212  -0.461
C -1.41986 1.44851 1.56504  0.223
C -2.31848 0.40603 1.30719  -1.659
C -2.76117 -0.55353 2.41651  1.017
C -2.18889 -0.12878 3.75164  -1.117
H -0.88457 1.05491 4.89037  0.309
H -0.11878 2.46943 2.95227  0.521
H -1.16589 2.11109 0.73913  0.250
H -2.93175 0.45419 0.41083  0.410
H -3.86302 -0.56534 2.51852  0.169
H -2.52930 -0.68193 4.62372  0.335
S 3.17006 1.15444 -3.09544  -0.474
As 3.04887 -0.82664 -3.81858  0.158
S -0.25688 -2.89554 -1.02691  -0.483
S 0.51173 -3.42759 0.85840  -0.519
S 2.48807 -0.83597 -5.83654  -0.532
C 3.84867 1.20310 2.81728  -0.939
N 3.69660 1.59094 1.41949  0.083
C 4.59745 0.77013 0.60677  -0.821
N 4.41501 -0.66700 0.79104  0.096
C 4.54665 -0.98095 2.20675  -0.883
N 3.65491 -0.22172 3.08781  0.052
C 2.25395 -0.61174 2.86883  -1.245
P 1.69124 -0.31564 1.13554  2.601
C 2.30203 1.42887 0.97580  -0.819
C 3.11704 -1.10532 0.25797  -0.217
H 3.13980 1.77290 3.42339  0.439
H 4.86656 1.46387 3.12606  0.268
H 5.62483 1.02067 0.89230  0.297
H 4.44586 1.01022 -0.44653  0.285
H 5.57647 -0.75899 2.50670  0.305
H 4.35796 -2.04655 2.35337  0.414
H 1.60261 -0.05037 3.54368  0.340
H 2.12658 -1.67407 3.08891  0.405
H 1.65366 2.08304 1.56019  0.341
H 2.23020 1.71698 -0.07673  0.159
H 3.05475 -0.83315 -0.79702  -0.456
H 3.00647 -2.18714 0.34156  0.439
N -0.60240 0.20097 -1.12766  -0.038
C -0.54100 0.96204 -1.99210  -0.159
N -0.48771 1.82117 -2.99553  0.210
C -0.31441 1.23308 -4.34869  -0.380
C 0.16362 2.30744 -5.30909  -0.464
C -0.63202 3.59102 -5.09779  -0.606
C -0.39172 4.17071 -3.68990  -0.800
C 0.16826 3.11295 -2.74020  -0.451
H -1.28694 0.84419 -4.66331  0.327
H 0.40089 0.41358 -4.32315  -0.053
H 0.04475 1.93066 -6.32564  0.388
H 1.23381 2.47119 -5.16057  0.156
H -1.69558 3.36407 -5.22180  0.284
H -0.37912 4.33101 -5.86043  0.371
H -1.32227 4.57784 -3.28831  0.293
H 0.32667 4.99254 -3.73412  0.369
H -0.01468 3.37903 -1.69951  0.430
H 1.24640 2.99965 -2.87287  0.052
C -2.94492 -4.89794 0.81530  -1.156
Ge -3.53140 -3.05169 1.12115  0.513
C -4.18836 -2.29984 -0.58296  -1.268
C -5.18141 -3.19663 2.23200  -1.375
C -2.21602 -1.92414 1.97326  -0.283
H -3.77480 -5.50036 0.43511  0.394
H -2.58507 -5.33688 1.74710  0.311
H -2.12372 -4.90727 0.09884  0.328
H -4.87111 -2.99707 -1.07619  0.412
H -3.34957 -2.10097 -1.25105  0.318
H -4.72285 -1.36412 -0.40034  0.326
H -5.89211 -3.89051 1.77388  0.387
H -5.66860 -2.22509 2.33703  0.397
H -4.93548 -3.56291 3.23145  0.357
H -1.74538 -2.49323 2.78478  0.515


- The highest maximum force belongs to which entry?
  C2H9Ag2F2O5


- Number 1 is which compound?
  C15H18ClN5O7P2Pd